(1)
C34H45BrF3N2O9PPdS2 | the ωB97M-V functional and the def2-TZVPD basis

Output
M = 964.16 u
<S²> = 2.0051
LUMO (spin up / spin down) = 3.68 / 3.68 eV
net charge = -2
F_max = 0.6 eV/Å
energy relative to the best compared isomer or geometry (same formula, charge and spin) = 0.0 kJ/mol
gap between HOMO and LUMO (spin up / spin down) = 6.4 / 6.8 eV
multiplicity = 3

The geometry in XYZ format:
```
98
Properties=species:S:1:pos:R:3:forces:R:3:mulliken_spin:R:1
Pd -0.007 0.090 -0.738 -0.62 0.17 -0.08 1.336
C -2.944 -5.258 -4.372 0.01 -0.02 -0.01 0.000
C -3.082 -4.196 -3.314 0.02 0.00 0.02 0.000
C -4.038 -3.192 -3.440 -0.01 0.01 0.00 0.000
C -4.140 -2.186 -2.491 -0.05 0.00 0.00 0.001
C -3.282 -2.175 -1.401 0.05 -0.07 0.07 0.003
C -2.333 -3.174 -1.252 0.02 0.05 -0.02 -0.001
C -2.238 -4.174 -2.209 -0.01 -0.01 -0.04 -0.001
S -3.493 -0.947 -0.121 -0.05 0.01 -0.10 0.007
O -4.410 0.015 -0.734 0.03 -0.01 -0.02 0.000
O -4.049 -1.649 1.025 -0.01 0.04 -0.02 0.012
N -2.067 -0.365 0.160 0.17 -0.19 0.12 0.059
C -1.749 -0.109 1.578 -0.11 -0.04 -0.11 0.017
C -1.036 1.234 1.729 0.25 -0.16 0.15 -0.029
O -1.295 1.973 2.674 -0.12 0.07 0.05 0.016
O -0.118 1.487 0.856 -0.08 0.05 -0.13 0.200
H -3.900 -5.748 -4.573 -0.01 0.01 0.00 0.000
H -2.228 -6.021 -4.067 0.00 0.00 0.00 0.000
H -2.591 -4.828 -5.312 0.00 0.00 0.00 0.000
H -4.703 -3.190 -4.298 -0.01 0.00 0.00 0.000
H -4.880 -1.401 -2.578 0.00 0.02 -0.01 0.000
H -1.650 -3.142 -0.414 0.01 0.00 0.00 0.002
H -1.479 -4.938 -2.102 -0.03 0.01 -0.01 0.000
H -1.071 -0.892 1.943 0.02 0.06 0.05 -0.002
H -2.632 -0.111 2.213 0.01 0.04 -0.01 0.003
Br 8.042 1.033 -3.383 0.00 0.00 0.00 0.000
C 6.645 0.685 -2.133 -0.01 0.00 0.01 0.000
C 6.973 0.344 -0.833 0.03 0.01 -0.02 0.000
N 6.049 0.083 0.086 0.00 0.00 0.03 0.000
C 4.767 0.164 -0.274 -0.02 0.01 -0.05 0.003
C 4.356 0.514 -1.558 0.00 -0.05 0.01 0.007
C 5.321 0.773 -2.515 0.02 -0.01 -0.01 -0.001
C 2.884 0.620 -1.932 -0.01 0.19 -0.02 -0.005
O 2.617 0.820 -3.122 -0.08 -0.04 -0.08 -0.005
O 2.095 0.559 -0.948 0.07 -0.22 0.14 0.054
H 8.012 0.278 -0.529 0.00 0.00 0.01 0.000
H 4.019 -0.071 0.470 0.00 0.00 0.01 -0.003
H 5.015 1.028 -3.521 -0.01 0.00 0.00 0.000
C 1.446 5.254 -3.761 -0.01 0.02 0.01 0.001
C 0.524 4.586 -4.777 -0.01 -0.02 -0.02 0.002
C -0.574 3.772 -4.090 -0.03 0.01 0.00 0.030
C 0.048 2.726 -3.159 -0.03 -0.02 -0.05 0.035
C 0.908 3.440 -2.102 -0.02 0.01 0.02 0.017
C 2.021 4.228 -2.787 0.00 -0.02 0.01 0.001
P -1.072 1.493 -2.368 0.11 0.04 0.00 0.045
C -1.834 0.322 -3.594 0.00 0.02 -0.01 0.090
C -2.218 0.813 -4.999 -0.02 0.03 -0.02 0.006
C -1.036 0.887 -5.966 0.01 -0.02 -0.01 0.001
C -0.299 -0.446 -6.047 -0.01 -0.02 -0.03 0.001
C 0.145 -0.896 -4.659 0.02 0.01 0.01 0.028
C -1.047 -0.991 -3.720 -0.04 -0.02 0.06 0.087
C -2.519 2.368 -1.657 0.02 0.06 0.00 -0.036
C -2.171 3.533 -0.722 0.01 0.00 -0.02 0.016
C -3.371 3.796 0.203 0.02 0.02 0.01 0.000
C -4.710 3.522 -0.502 -0.01 0.00 0.02 0.000
C -4.586 3.798 -1.996 0.01 0.00 -0.02 0.003
C -3.616 2.798 -2.650 -0.02 0.00 -0.01 -0.002
H 0.869 5.997 -3.196 0.00 0.00 0.00 0.000
H 2.246 5.797 -4.273 0.01 -0.01 0.00 0.000
H 1.114 3.911 -5.409 0.01 0.00 0.00 0.000
H 0.079 5.334 -5.442 -0.01 0.00 0.01 0.000
H -1.214 3.314 -4.845 -0.01 0.04 0.04 -0.008
H -1.209 4.446 -3.504 0.00 0.01 0.01 0.002
H 0.740 2.094 -3.727 0.04 -0.03 -0.02 0.007
H 1.315 2.722 -1.392 0.03 -0.03 -0.01 -0.007
H 0.284 4.130 -1.527 0.00 0.01 0.00 -0.003
H 2.664 3.524 -3.324 0.02 -0.01 -0.01 0.000
H 2.643 4.725 -2.037 0.00 0.00 0.00 0.000
H -2.762 0.086 -3.058 0.02 0.01 0.01 0.034
H -2.750 1.764 -4.959 0.04 -0.03 -0.01 -0.004
H -2.934 0.082 -5.400 0.00 0.00 0.00 -0.002
H -0.331 1.656 -5.641 0.02 -0.04 0.00 0.002
H -1.396 1.193 -6.955 0.00 -0.01 0.00 0.000
H 0.560 -0.361 -6.718 0.01 0.00 0.00 0.000
H -0.970 -1.200 -6.480 0.01 0.00 0.01 0.000
H 0.886 -0.199 -4.258 0.03 0.02 0.04 -0.009
H 0.644 -1.866 -4.702 0.01 -0.02 0.00 0.002
H -0.725 -1.354 -2.740 0.02 0.02 -0.03 -0.055
H -1.746 -1.748 -4.099 0.00 -0.01 -0.01 0.005
H -2.947 1.585 -1.028 0.01 0.00 -0.01 -0.004
H -1.948 4.425 -1.320 0.00 0.01 0.01 0.000
H -1.289 3.314 -0.122 0.00 -0.03 0.01 -0.003
H -3.331 4.831 0.555 -0.01 0.01 -0.01 0.000
H -3.275 3.162 1.085 0.00 -0.01 0.02 0.000
H -5.503 4.131 -0.059 0.00 0.00 0.00 0.000
H -4.993 2.475 -0.360 0.00 0.00 -0.02 0.000
H -4.219 4.821 -2.143 0.00 0.01 0.01 0.000
H -5.558 3.744 -2.494 0.00 0.00 0.01 0.000
H -3.191 3.246 -3.550 0.00 0.03 0.02 -0.002
H -4.172 1.911 -2.963 0.01 -0.01 0.02 0.000
F 2.708 -4.938 -1.255 -0.01 0.00 0.01 0.000
C 1.658 -4.523 -0.528 -0.03 -0.02 0.08 0.002
F 1.783 -5.061 0.697 -0.01 0.02 -0.02 0.000
F 0.556 -5.061 -1.083 0.03 -0.01 0.02 0.000
S 1.582 -2.680 -0.469 -0.17 0.04 0.13 0.023
O 2.818 -2.349 0.190 0.00 -0.06 -0.02 -0.001
O 1.471 -2.330 -1.871 -0.02 0.01 -0.01 0.011
O 0.362 -2.410 0.294 0.51 0.04 -0.15 0.012
```
Forces are in eV/Å.

***

(2)
C11H15B | the ωB97M-V functional and the def2-TZVPD basis

Output
M = 158.05 u
SMILES = CCCC/B=C/c1ccccc1
LUMO = 0.51 eV
F_max = 4.6 eV/Å
energy relative to the best compared isomer or geometry (same formula, charge and spin) = 293.8 kJ/mol
gap between HOMO and LUMO = 8.1 eV

The geometry in XYZ format:
```
27
Properties=species:S:1:pos:R:3:forces:R:3:mulliken_charge:R:1
B -0.206 0.960 -0.345 -1.07 0.60 0.72 -0.159
C -5.551 -0.158 -0.542 2.26 0.83 -0.01 -0.449
C -5.201 1.036 -1.230 -0.12 -0.90 -0.73 -0.513
C -4.524 -0.789 0.121 1.47 1.57 0.44 -0.483
C -3.846 1.471 -1.341 -1.33 0.30 0.40 -0.594
C -3.262 -0.202 0.228 1.40 -0.60 -0.35 -0.232
C -2.859 0.851 -0.554 0.29 1.66 -1.43 1.005
C -1.476 1.481 -0.710 -0.83 0.74 0.18 -0.552
C 2.023 0.025 1.253 0.98 0.70 -1.04 -0.474
C 1.192 0.429 -0.019 -1.55 -4.30 0.15 -0.706
C 3.828 -1.396 0.086 3.75 0.96 1.04 -0.961
C 3.527 -0.016 0.798 -1.90 -3.34 -0.33 -0.666
H -6.489 -0.643 -0.453 -1.09 0.24 -0.50 0.398
H -6.062 1.407 -1.793 0.71 0.73 -0.02 0.291
H -4.610 -1.660 0.675 -0.77 -1.64 0.87 0.402
H -3.463 2.358 -1.911 -1.20 -0.93 0.26 0.240
H -2.415 -0.593 0.790 -0.63 -0.66 0.39 0.292
H -1.680 2.551 -1.143 1.24 -2.05 0.90 0.086
H 1.894 -0.982 1.767 -0.76 1.28 -0.98 0.307
H 1.822 0.819 1.942 0.30 0.28 0.96 0.344
H 1.736 0.905 -0.752 2.02 1.94 -1.33 0.502
H 1.214 -0.537 -0.618 -0.57 0.51 0.35 0.248
H 2.967 -1.659 -0.404 -1.87 -1.29 -1.38 0.318
H 4.247 -2.226 0.766 -1.04 1.27 -0.85 0.281
H 4.668 -1.201 -0.677 -1.32 -0.50 0.95 0.277
H 3.879 0.669 0.102 0.03 2.00 -0.89 0.436
H 4.131 -0.047 1.623 1.58 0.57 2.24 0.364
```
Forces are in eV/Å.

***

(3)
C2H2NO2 | the ωB97M-V functional and the def2-TZVPD basis

Output
M = 72.04 u
LUMO = 4.60 eV
net charge = -1
F_max = 7.5 eV/Å
energy relative to the best compared isomer or geometry (same formula, charge and spin) = 461.5 kJ/mol
gap between HOMO and LUMO = 7.3 eV

The geometry in XYZ format:
```
7
Properties=species:S:1:pos:R:3:forces:R:3:mulliken_charge:R:1
C 0.711 -0.269 -0.136 1.72 -1.40 -1.10 -0.615
C 3.068 -0.302 0.414 1.90 -1.74 0.60 -0.382
N 1.848 0.323 0.109 -4.33 6.04 0.68 0.531
O 3.021 -1.334 -0.219 2.09 -2.82 -0.90 -0.394
O 1.957 1.602 0.205 -0.36 0.20 0.04 -0.661
H 1.178 -1.215 -0.585 -2.09 0.21 0.66 0.239
H -0.227 0.302 -0.287 1.06 -0.49 0.01 0.283
```
Forces are in eV/Å.

***

Question: The highest M belongs to which entry?
Answer: C34H45BrF3N2O9PPdS2

***

Question: Which of these has the lowest energy relative to the best compared isomer or geometry (same formula, charge and spin)?
Answer: C34H45BrF3N2O9PPdS2

***

Question: The highest F_max belongs to which entry?
Answer: C2H2NO2

***

Question: M of number 3 (C2H2NO2)?
Answer: 72.04 u